Record 1
C27H20N7O4RuS2 | the ωB97M-V functional and the def2-TZVPD basis

Structure (ORCA input):
```
! wB97M-V def2-TZVPD RIJCOSX def2/J DEFGRID3
* xyz 0 6
Ru -0.934 -0.199 -1.300
O 0.062 3.760 -1.708
C 0.056 2.525 -1.681
N -1.126 1.737 -1.626
C -2.390 2.186 -1.707
C -2.798 3.540 -1.778
C -4.129 3.840 -1.852
C -5.107 2.823 -1.855
C -4.754 1.494 -1.779
C -3.401 1.140 -1.706
N -2.884 -0.127 -1.610
C -3.591 -1.307 -1.669
O -4.791 -1.425 -1.805
C -2.684 -2.484 -1.557
C -3.186 -3.774 -1.552
C -2.308 -4.837 -1.471
C -0.946 -4.580 -1.369
C -0.514 -3.269 -1.352
N -1.358 -2.241 -1.466
C 1.226 1.691 -1.751
C 2.521 2.243 -1.795
C 3.599 1.418 -1.956
C 3.393 0.016 -2.061
C 2.116 -0.475 -1.971
N 1.041 0.315 -1.827
H -2.043 4.309 -1.769
H -4.435 4.876 -1.922
H -6.153 3.087 -1.928
H -5.497 0.715 -1.779
H -4.258 -3.905 -1.606
H -2.673 -5.855 -1.472
H -0.229 -5.384 -1.293
H 0.532 -3.027 -1.210
H 2.621 3.316 -1.708
H 4.601 1.826 -1.990
H 4.220 -0.666 -2.189
H 1.938 -1.540 -2.015
N 5.273 1.584 4.238
C 4.385 0.759 3.582
C 3.760 -0.294 4.261
C 2.921 -1.160 3.589
C 2.695 -0.983 2.233
C 3.299 0.059 1.545
C 4.134 0.928 2.214
S 1.609 -2.069 1.355
O 2.305 -2.625 0.225
O 1.026 -2.984 2.304
N 0.467 -1.080 0.712
C -0.462 -0.520 1.491
S -0.633 -0.586 3.238
C -2.005 0.470 3.139
C -2.278 0.767 1.855
N -1.421 0.217 0.935
H 5.237 1.603 5.241
H 5.505 2.459 3.801
H 3.936 -0.419 5.323
H 2.433 -1.980 4.099
H 3.104 0.181 0.488
H 4.599 1.752 1.685
H -2.533 0.773 4.028
H -3.092 1.386 1.507
*
```

Properties
F_max = 1.562 eV Å⁻¹
HOMO-LUMO gap (alpha / beta) = 4.5 / 4.9 eV
ΔE to the lowest compared entry with this formula, charge and spin = 63.50 kJ/mol

Record 2
C26H31N3O5 | the ωB97M-V functional and the def2-TZVPD basis

Structure (ORCA input):
```
! wB97M-V def2-TZVPD RIJCOSX def2/J DEFGRID3
* xyz 0 1
C -6.990 -0.860 2.006
C -7.236 0.168 0.911
O -6.076 0.364 0.103
C -5.145 1.204 0.609
O -5.255 1.789 1.659
N -4.086 1.351 -0.227
C -3.862 0.557 -1.411
C -2.687 -0.405 -1.175
N -1.525 0.355 -0.775
C -0.387 0.519 -1.472
O 0.480 1.306 -1.128
C -0.190 -0.339 -2.724
O -0.330 -1.733 -2.508
C 0.072 -2.235 -1.281
C -0.829 -3.097 -0.660
C -0.561 -3.623 0.589
C 0.595 -3.252 1.249
C 1.523 -2.440 0.612
C 1.301 -1.960 -0.681
C 2.417 -1.216 -1.358
C 3.747 -1.705 -0.791
N 3.766 -1.580 0.648
C 4.903 -0.940 1.273
C 5.023 0.494 0.821
C 6.233 1.011 0.379
C 6.305 2.322 -0.059
C 5.172 3.116 -0.075
C 3.952 2.615 0.361
C 2.708 3.448 0.345
C 3.897 1.304 0.814
C 2.714 -1.988 1.388
O 2.708 -1.958 2.608
C -1.749 1.136 0.427
C -2.924 2.093 0.210
H -7.911 -1.031 2.557
H -6.232 -0.491 2.693
H -6.654 -1.800 1.575
H -8.006 -0.172 0.215
H -7.528 1.126 1.353
H -3.621 1.232 -2.241
H -4.767 0.001 -1.650
H -2.945 -1.094 -0.362
H -2.487 -0.984 -2.073
H -0.939 -0.080 -3.481
H 0.797 -0.087 -3.128
H -1.740 -3.347 -1.183
H -1.268 -4.292 1.055
H 0.807 -3.587 2.252
H 2.402 -1.412 -2.431
H 2.319 -0.139 -1.193
H 4.569 -1.113 -1.199
H 3.899 -2.757 -1.071
H 4.727 -0.988 2.353
H 5.818 -1.495 1.039
H 7.118 0.390 0.380
H 7.249 2.723 -0.399
H 5.236 4.134 -0.431
H 2.356 3.616 1.362
H 2.888 4.412 -0.124
H 1.921 2.929 -0.199
H 2.955 0.905 1.163
H -1.971 0.454 1.254
H -0.836 1.691 0.647
H -2.663 2.830 -0.557
H -3.179 2.607 1.138
*
```

Properties
F_max = 0.536 eV Å⁻¹
HOMO-LUMO gap = 9.3 eV
ΔE to the lowest compared entry with this formula, charge and spin = 14.09 kJ/mol

Record 3
C4H6FNOS | the ωB97M-V functional and the def2-TZVPD basis

Structure (ORCA input):
```
! wB97M-V def2-TZVPD RIJCOSX def2/J DEFGRID3
* xyz 0 1
C -0.284 -1.876 -0.253
C -0.409 -0.518 -0.170
C -1.682 0.151 0.344
F -2.147 1.024 -0.640
N 0.838 0.228 -0.261
S 2.264 -0.734 -0.212
C 0.919 1.643 -0.190
O 1.904 2.323 -0.084
H 0.661 -2.291 -0.537
H -1.164 -2.583 -0.044
H -1.472 0.849 1.262
H -2.501 -0.540 0.723
H 3.158 0.301 0.325
H -0.086 2.023 -0.263
*
```

Properties
F_max = 2.870 eV Å⁻¹
HOMO-LUMO gap = 9.5 eV
ΔE to the lowest compared entry with this formula, charge and spin = 231.47 kJ/mol

Record 4
C4H12N3 | the ωB97M-V functional and the def2-TZVPD basis

Structure (ORCA input):
```
! wB97M-V def2-TZVPD RIJCOSX def2/J DEFGRID3
* xyz 1 1
N 1.245 -1.120 2.433
C 0.579 -1.440 1.295
C 0.185 -0.452 0.427
N -0.675 0.637 0.962
C -0.021 -0.708 -1.047
C 0.096 0.598 -1.867
N -0.840 1.648 -1.474
H 1.996 -0.442 2.501
H 1.146 -1.678 3.269
H 0.368 -2.477 1.040
H -0.209 1.040 1.771
H -0.764 1.371 0.202
H -1.645 0.335 1.134
H -0.972 -1.223 -1.218
H 0.782 -1.326 -1.438
H 1.121 0.916 -1.658
H 0.005 0.320 -2.924
H -1.824 1.439 -1.597
H -0.571 2.560 -1.812
*
```

Properties
F_max = 1.750 eV Å⁻¹
HOMO-LUMO gap = 8.7 eV
ΔE to the lowest compared entry with this formula, charge and spin = 233.76 kJ/mol

Record 5
C2H2Cl2O2S | the ωB97M-V functional and the def2-TZVPD basis

Structure (ORCA input):
```
! wB97M-V def2-TZVPD RIJCOSX def2/J DEFGRID3
* xyz 0 1
C 1.257 0.292 0.859
C 0.491 -0.770 0.020
O 4.310 -0.475 -0.348
O 0.461 0.945 1.543
S 4.277 1.011 -0.166
Cl -1.207 -0.854 0.223
Cl 1.378 -2.320 0.415
H 0.703 -0.587 -1.002
H -0.449 0.658 1.420
*
```

Properties
F_max = 2.866 eV Å⁻¹
HOMO-LUMO gap (alpha / beta) = 7.7 / 7.6 eV
ΔE to the lowest compared entry with this formula, charge and spin = 425.99 kJ/mol